# 1
{"formula": "C15H20BrClFN3O2PS", "method": "ωB97M-V/def2-TZVPD", "symbols": ["C", "C", "C", "N", "C", "C", "C", "C", "C", "Cl", "C", "P", "O", "Br", "C", "F", "C", "N", "S", "N", "C", "H", "H", "H", "H", "H", "H", "H", "H", "H", "H", "H", "H", "H", "C", "C", "C", "O", "H", "H", "H", "H", "H", "H", "H"], "xyz": [[0.144829, -3.134875, 4.751527], [0.267140, -1.644599, 4.003016], [1.840475, -1.129997, 3.764600], [-0.842188, -0.883967, 3.648134], [-0.560038, -0.116172, 2.348693], [-0.847839, -0.858982, 0.880561], [-1.477607, -2.389383, 0.987379], [-3.105519, -2.252362, 1.148597], [-3.800687, -3.434146, 2.070124], [-2.999194, -5.100770, 1.844850], [-0.516868, -0.101358, -0.573076], [-0.822423, -1.032847, -2.211551], [-2.480662, -1.659088, -2.113087], [-0.853745, 0.336899, -4.021580], [0.099769, 1.430893, -0.433003], [0.482853, 2.212556, -1.631109], [0.350788, 2.181627, 1.040482], [0.884296, 3.577199, 1.299380], [0.916630, 3.748497, 3.053462], [0.328982, 2.223310, 3.758021], [0.026654, 1.438644, 2.468011], [1.039676, -3.141875, 5.540011], [-0.897360, -3.306203, 5.257167], [0.433865, -3.919207, 3.932445], [2.095348, -1.306004, 2.619833], [1.968190, 0.014062, 4.025274], [2.594126, -1.714325, 4.457963], [-1.069822, -2.974584, 1.940914], [-1.188490, -2.964877, 0.007327], [-3.695716, -2.258133, 0.120188], [-3.321425, -1.234958, 1.688558], [-4.915144, -3.542567, 1.656141], [-3.914250, -3.110015, 3.206497], [-2.398064, -2.652478, -1.995834], [3.615850, 3.831936, -5.218632], [2.258507, 3.737345, -5.934969], [1.234709, 3.073963, -4.998846], [2.410091, 2.955383, -6.989777], [4.005480, 2.848587, -4.924325], [4.370706, 4.316594, -5.851029], [3.523078, 4.431440, -4.305010], [1.916382, 4.773415, -6.067917], [1.535192, 2.062165, -4.696264], [0.246202, 3.003628, -5.470180], [1.117224, 3.665630, -4.082962]], "forces_ev_per_a": [[1.056, 1.841, 0.194], [-1.426, 1.603, -0.157], [-0.464, -0.326, -0.433], [4.546, -2.863, -2.062], [0.529, 0.915, -2.112], [1.317, 2.565, 2.468], [-0.080, 0.924, -0.130], [-0.495, -0.291, 0.248], [-1.671, 1.534, -0.441], [-0.627, 1.449, 0.379], [0.638, 4.549, 3.933], [-0.754, -1.262, 0.150], [2.019, -0.049, 0.414], [-0.278, -0.307, 1.446], [-0.731, -1.603, 0.478], [-1.318, -2.638, 4.067], [0.427, 0.919, 1.772], [-2.019, -5.176, 2.215], [-1.128, -3.155, -2.257], [-0.144, -0.299, -7.414], [0.031, -0.274, -0.814], [-2.166, -0.171, -1.532], [2.094, 0.277, -1.202], [-0.830, 1.438, 1.485], [-0.348, 0.422, 2.448], [-0.615, -2.361, -0.683], [-1.697, 0.940, -1.537], [-0.700, 1.517, -2.225], [-0.527, 1.014, 2.024], [1.628, 0.145, 2.066], [0.347, -1.969, -1.030], [2.530, 0.012, 1.006], [0.769, -1.076, -2.398], [0.078, 1.746, -0.334], [0.269, 0.638, 0.868], [0.706, -2.003, 0.599], [-0.390, 0.423, 0.958], [-0.169, -0.092, -1.873], [-0.260, 0.003, -0.229], [-0.236, -0.118, -0.084], [0.159, 0.164, 0.268], [-0.279, 0.738, -0.402], [0.209, 0.173, -0.272], [0.195, 0.050, -0.164], [-0.192, 0.033, 0.295]], "spin_multiplicity": 1, "total_charge": -1, "energy_ha": -4771.43407, "molar_mass_g_mol": 471.74, "fmax_ev_per_a": 7.42, "gap_ev": 1.9}

---

# 2
{"formula": "C3H7ClO", "method": "ωB97M-V/def2-TZVPD", "symbols": ["C", "C", "C", "H", "H", "H", "H", "H", "H", "H", "O", "Cl"], "xyz": [[-0.769483, -0.791296, 1.185273], [0.103546, -0.145009, -0.938851], [0.847442, 0.990864, -0.582711], [0.054534, -1.512528, 1.159499], [-0.364807, -0.039256, 1.664420], [-1.678330, -1.245817, 1.771429], [-0.105997, 0.057651, -1.923834], [0.762436, -1.063568, -0.799380], [1.050196, 0.669443, 0.492806], [1.606927, 1.358074, -1.218648], [-1.063283, -0.442146, -0.194977], [-0.443182, 2.163587, -0.615026]], "forces_ev_per_a": [[-2.366, -4.422, -2.521], [0.366, -5.564, -0.010], [-0.233, 1.137, 4.652], [-0.236, -0.605, 0.081], [1.377, 4.294, 2.738], [1.615, 1.055, -1.604], [-1.469, -0.798, -2.584], [-0.414, 0.719, -0.751], [1.032, 1.897, -1.016], [1.098, -0.277, -0.300], [-0.278, -0.013, 0.958], [-0.492, 2.578, 0.357]], "spin_multiplicity": 1, "energy_ha": -653.84626, "molar_mass_g_mol": 94.54, "fmax_ev_per_a": 5.61, "gap_ev": 11.0}

---

# 3
{"formula": "C4H5NOS", "method": "ωB97M-V/def2-TZVPD", "symbols": ["C", "C", "C", "C", "N", "O", "S", "H", "H", "H", "H", "H"], "xyz": [[-1.111926, 0.982551, -0.596943], [-0.290865, 0.415252, -1.470330], [-1.787632, 0.065187, 0.330235], [2.200273, -0.660156, 1.163157], [-1.269833, -1.235018, 0.181476], [-2.615279, 0.394258, 1.174073], [-0.233915, -1.335372, -1.059808], [-1.322313, 2.058578, -0.594620], [0.112001, 0.688790, -2.400649], [1.869495, -1.448746, 0.667105], [1.436254, 0.047870, 1.738120], [3.013741, 0.026806, 0.868186]], "forces_ev_per_a": [[-0.256, 1.791, -0.581], [-0.691, -2.135, 0.794], [0.744, -0.033, 0.695], [-0.081, 6.735, 3.292], [0.020, -0.439, -0.489], [0.480, -0.521, -0.672], [-1.054, 1.048, 0.787], [-0.118, -0.561, 0.029], [0.762, 0.851, -0.646], [-1.057, -3.398, -1.976], [1.357, -2.158, -1.086], [-0.106, -1.180, -0.146]], "spin_multiplicity": 1, "energy_ha": -683.44023, "molar_mass_g_mol": 115.16, "fmax_ev_per_a": 7.50, "gap_ev": [9.1, 6.9]}

---

# 4
{"formula": "C4H9NO", "method": "ωB97M-V/def2-TZVPD", "symbols": ["C", "C", "O", "N", "C", "C", "H", "H", "H", "H", "H", "H", "H", "H", "H"], "xyz": [[-0.737820, -0.793295, 1.718996], [-0.994876, -0.202392, 0.341797], [-2.139904, -0.071113, -0.064508], [0.077237, 0.239380, -0.390810], [1.449319, -0.161185, -0.172000], [-0.193948, 1.003263, -1.592054], [-1.688992, -0.728964, 2.248935], [0.024910, -0.246530, 2.281801], [-0.446087, -1.847603, 1.672858], [2.101983, 0.715512, -0.067685], [1.531820, -0.771267, 0.727899], [1.821793, -0.759569, -1.015620], [-0.150740, 0.386160, -2.499034], [0.540812, 1.812154, -1.681403], [-1.195507, 1.425448, -1.509172]], "forces_ev_per_a": [[-0.029, -0.011, 0.055], [0.006, 0.053, -0.046], [0.219, 0.029, 0.117], [-0.211, -0.049, 0.104], [0.086, -0.046, 0.094], [-0.027, 0.073, -0.114], [0.146, -0.055, -0.041], [-0.089, -0.076, -0.132], [-0.007, 0.142, -0.087], [-0.106, -0.125, 0.008], [0.016, 0.116, -0.116], [-0.092, 0.099, 0.106], [0.015, 0.045, 0.123], [-0.079, -0.146, 0.013], [0.151, -0.047, -0.082]], "spin_multiplicity": 1, "energy_ha": -287.81058, "molar_mass_g_mol": 87.12, "fmax_ev_per_a": 0.25, "gap_ev": 10.0, "smiles": "CC(=O)N(C)C"}

---

# 5
{"formula": "C39H37CrN3O2PS", "method": "ωB97M-V/def2-TZVPD", "symbols": ["Cr", "C", "N", "C", "C", "C", "C", "C", "C", "C", "C", "H", "H", "H", "H", "H", "H", "H", "H", "H", "H", "H", "H", "C", "C", "C", "C", "C", "C", "P", "C", "C", "C", "C", "C", "C", "C", "C", "C", "C", "C", "C", "H", "H", "H", "H", "H", "H", "H", "H", "H", "H", "H", "H", "H", "H", "C", "C", "C", "C", "C", "C", "C", "S", "O", "O", "N", "C", "C", "C", "C", "C", "N", "H", "H", "H", "H", "H", "H", "H", "H", "H", "H", "H"], "xyz": [[0.089125, 0.154935, 0.744089], [0.680368, 0.666546, 3.822026], [1.329477, 0.928512, 2.537107], [2.653592, 0.312728, 2.536415], [1.462771, 2.379152, 2.305945], [1.411320, 2.753191, 0.841105], [1.856117, 4.015453, 0.459669], [1.711442, 4.448023, -0.850450], [1.132271, 3.597166, -1.783087], [0.712418, 2.331162, -1.392550], [0.819580, 1.862141, -0.073307], [1.278372, 1.062019, 4.656942], [0.558702, -0.408965, 3.956775], [-0.301000, 1.134261, 3.840390], [3.257822, 0.682911, 3.379204], [3.165523, 0.546454, 1.602765], [2.561740, -0.770681, 2.621327], [2.383558, 2.755004, 2.777549], [0.616874, 2.874887, 2.778237], [2.304486, 4.676530, 1.197787], [2.043084, 5.440126, -1.135872], [1.012673, 3.922088, -2.812200], [0.287272, 1.670046, -2.145748], [2.884747, -5.469608, 1.446246], [1.705929, -5.294117, 0.731575], [1.401030, -4.064743, 0.168929], [2.279977, -2.982616, 0.293855], [3.456978, -3.166583, 1.036486], [3.756622, -4.395614, 1.595015], [1.841802, -1.301922, -0.270716], [3.278120, -0.955047, -1.356334], [3.936802, -1.968870, -2.064276], [4.896249, -1.656927, -3.012042], [5.215286, -0.331467, -3.280407], [4.573936, 0.680137, -2.578135], [3.613401, 0.373140, -1.628068], [0.466117, -1.530517, -1.435361], [0.428714, -2.274955, -2.611293], [-0.724988, -2.237767, -3.381034], [-1.806306, -1.466911, -2.966753], [-1.745707, -0.720731, -1.793145], [-0.595482, -0.710302, -0.995906], [3.124118, -6.433139, 1.878595], [1.025553, -6.129430, 0.608780], [0.483476, -3.926104, -0.389948], [4.145680, -2.335592, 1.147593], [4.673229, -4.526126, 2.159195], [3.702277, -3.004501, -1.852172], [5.393626, -2.451224, -3.557560], [5.956527, -0.089845, -4.032139], [4.820911, 1.715915, -2.778622], [3.105455, 1.162005, -1.085933], [1.279454, -2.876778, -2.916657], [-0.783165, -2.805449, -4.303253], [-2.702384, -1.440201, -3.580199], [-2.615207, -0.133672, -1.508347], [-5.875524, 3.232262, -2.916185], [-5.076152, 2.909480, -1.682705], [-5.671746, 2.893155, -0.424282], [-4.924753, 2.620298, 0.710770], [-3.568935, 2.365052, 0.587181], [-2.953317, 2.370724, -0.658055], [-3.710330, 2.641018, -1.782022], [-2.578532, 2.031928, 2.014527], [-3.476215, 1.788654, 3.126045], [-1.674608, 3.145966, 2.162819], [-1.712609, 0.734097, 1.612714], [-2.146017, -0.527951, 1.879132], [-3.467893, -0.934070, 2.124389], [-3.710700, -2.275085, 2.329604], [-2.652098, -3.183157, 2.287148], [-1.386230, -2.704580, 2.020006], [-1.119419, -1.414448, 1.818371], [-6.934409, 3.018936, -2.768971], [-5.522276, 2.654783, -3.770710], [-5.776321, 4.291049, -3.167077], [-6.733426, 3.096338, -0.338017], [-5.372394, 2.595867, 1.696529], [-1.891931, 2.158363, -0.723549], [-3.239260, 2.640635, -2.758778], [-4.256301, -0.198517, 2.145969], [-4.720616, -2.620450, 2.513833], [-2.812964, -4.240888, 2.445423], [-0.535395, -3.373628, 1.963802]], "forces_ev_per_a": [[0.805, 0.114, 0.496], [0.026, 0.020, 0.058], [0.009, 0.016, -0.017], [0.062, -0.042, -0.010], [-0.129, 0.178, -0.157], [0.068, -0.046, -0.113], [0.085, 0.013, 0.056], [0.032, 0.035, 0.015], [0.013, -0.009, -0.038], [0.033, -0.002, -0.001], [0.291, 0.693, -0.373], [0.007, -0.002, -0.011], [0.008, 0.003, -0.021], [-0.028, -0.005, -0.027], [-0.022, 0.037, -0.009], [-0.004, -0.012, 0.002], [0.003, -0.001, -0.025], [-0.034, -0.012, 0.051], [-0.099, -0.026, 0.128], [-0.003, 0.004, -0.013], [0.006, -0.014, -0.012], [0.005, -0.013, 0.008], [-0.030, 0.032, 0.004], [-0.091, 0.035, -0.079], [0.087, -0.171, 0.137], [0.159, 0.223, -0.089], [-0.022, -0.257, 0.053], [-0.171, -0.025, -0.203], [0.062, -0.082, 0.096], [0.668, -0.830, -0.150], [0.010, -0.103, -0.504], [-0.008, 0.218, 0.220], [0.131, -0.045, -0.118], [-0.102, 0.029, 0.099], [0.184, 0.034, -0.147], [-0.087, -0.143, 0.293], [-0.052, 0.320, -0.041], [-0.046, -0.034, 0.063], [0.141, -0.147, -0.092], [-0.112, 0.151, 0.103], [-0.048, -0.176, -0.245], [0.012, -0.293, -0.459], [-0.004, 0.011, 0.014], [-0.022, 0.033, -0.003], [-0.017, -0.064, -0.003], [0.016, -0.004, 0.034], [0.008, 0.030, -0.026], [-0.023, -0.026, -0.063], [-0.007, -0.003, 0.023], [0.011, -0.001, 0.006], [-0.034, 0.003, 0.023], [-0.017, 0.048, -0.070], [-0.001, 0.018, -0.049], [0.000, 0.006, 0.008], [-0.007, -0.022, 0.024], [0.024, -0.014, -0.001], [0.019, 0.005, 0.044], [0.047, -0.037, 0.078], [-0.018, 0.034, -0.199], [0.107, -0.051, 0.149], [-0.111, 0.007, -0.087], [0.050, 0.055, 0.125], [-0.101, 0.043, -0.059], [0.438, -0.373, 0.205], [-0.124, -0.001, -0.123], [0.037, -0.119, -0.183], [-1.572, 1.083, 1.153], [-0.025, 0.005, 0.065], [-0.123, -0.409, 0.034], [0.170, 0.216, -0.080], [-0.044, -0.169, 0.041], [0.097, 0.028, -0.013], [-0.554, 0.083, 0.113], [-0.005, 0.012, -0.010], [-0.015, 0.009, -0.017], [-0.028, -0.004, -0.033], [-0.006, -0.017, 0.022], [-0.025, 0.011, -0.033], [0.004, 0.014, -0.073], [0.030, -0.018, 0.014], [-0.014, -0.057, 0.034], [-0.013, -0.002, 0.009], [0.030, 0.005, 0.000], [0.002, -0.028, -0.019]], "spin_multiplicity": 5, "total_charge": -1, "energy_ha": -3607.15018, "molar_mass_g_mol": 694.78, "s2": 6.04, "fmax_ev_per_a": 2.23, "gap_ev": [4.6, 7.9]}

---

# 6
{"formula": "C2H4O2PS", "method": "ωB97M-V/def2-TZVPD", "symbols": ["C", "C", "O", "O", "P", "S", "H", "H", "H", "H"], "xyz": [[-0.143259, 1.509983, 0.218366], [-0.898964, -0.605708, -0.959575], [2.298846, 0.074695, -0.801157], [1.024676, -1.138541, 1.158872], [1.028638, 0.048916, -0.001763], [-1.556744, 0.398956, 0.429947], [0.196143, 2.062803, 1.141938], [-0.866795, 0.041394, -1.760879], [-1.424328, -1.571640, -1.236101], [0.341790, -0.820859, 1.810350]], "forces_ev_per_a": [[2.442, -1.081, 0.749], [1.427, -0.677, 2.477], [-0.939, -0.131, 1.306], [-0.062, 1.273, 0.874], [-2.610, -0.438, -2.797], [-0.854, -0.360, -0.036], [-0.708, -0.290, -0.506], [-0.128, 1.349, -2.026], [0.841, 0.955, 0.827], [0.590, -0.601, -0.868]], "spin_multiplicity": 1, "total_charge": -1, "energy_ha": -968.62686, "molar_mass_g_mol": 123.09, "fmax_ev_per_a": 3.85, "gap_ev": 6.2}